[1]
This record from OMol25 describes a structure of composition C6H14N2O in a non-equilibrium geometry. The level of theory is wB97M-V/def2-TZVPD.

The geometry in XYZ format:
```
23
Properties=species:S:1:pos:R:3:forces:R:3
O 1.7095 -1.1989 1.3597 0.460 1.744 0.335
N -0.4610 0.8323 2.1840 -1.758 -0.816 0.570
N 0.5403 1.0432 1.2403 1.250 -0.435 -0.610
C -0.8541 -2.1092 -1.2034 0.099 -0.061 -0.086
C 1.2379 1.5646 -0.9775 0.024 -0.364 -0.059
C 0.3582 -1.5131 -0.5569 0.379 -0.772 0.400
C 0.1619 1.2070 0.0017 0.022 0.608 0.837
C 0.7520 -1.8056 0.7140 -1.292 0.814 -0.580
C -1.2629 1.3986 -0.4160 -0.079 -0.162 0.008
H 1.4254 0.0730 1.3523 -0.125 -1.011 -0.206
H 1.0797 -1.0376 -1.2089 0.011 0.243 0.044
H -1.4788 -1.3401 -1.6676 -0.043 -0.017 0.010
H -0.3749 -0.0976 2.5948 0.234 0.079 -0.362
H -0.4913 1.4644 2.9758 0.686 0.407 -0.450
H 1.2630 2.6515 -1.1022 -0.056 -0.037 0.097
H -1.3703 1.2588 -1.4901 0.118 0.058 -0.034
H -0.5838 -2.8155 -1.9939 -0.065 0.000 -0.003
H 1.0337 1.1287 -1.9538 -0.033 0.019 -0.013
H 2.2124 1.2239 -0.6336 0.003 0.048 0.056
H -1.9315 0.7062 0.0886 0.078 0.054 0.156
H -1.5806 2.4181 -0.1710 0.049 -0.098 -0.002
H 0.0829 -2.4170 1.3367 0.079 -0.262 -0.139
H -1.4674 -2.6360 -0.4731 -0.043 -0.035 0.032
```
Positions in Å, forces in eV/Å.

Values from the calculation:
- E_HOMO (hartree) = -0.284
- ΔE to the lowest compared entry with this formula, charge and spin (eV) = 3.636
- LUMO (eV) = 0.738

Results of the natural (NBO) charge analysis, in e, for atoms 1 through 8: -0.76 -0.70 -0.39 -0.63 -0.68 -0.36 0.46 0.20



[2]
This record from OMol25 describes a cluster of 2 separate species, C6H14N2O in total in a non-equilibrium geometry. The level of theory is wB97M-V/def2-TZVPD.

The geometry in XYZ format:
```
23
Properties=species:S:1:pos:R:3:forces:R:3
O -1.9714 -1.6069 0.3125 0.396 0.680 0.861
N 1.3893 -2.1121 -0.7256 0.841 0.071 -0.720
N 0.4745 -1.3388 1.3344 0.350 0.764 0.342
C 0.6791 0.7651 -0.7413 -1.954 3.198 -0.867
C -0.8188 1.4708 -0.7836 1.445 -1.271 0.705
C -0.9274 -1.5474 -0.5318 2.168 0.039 -0.140
C -1.3772 1.8687 0.5702 0.034 0.073 0.124
C 1.6468 1.3523 0.0297 0.064 -0.624 -0.290
C 0.3985 -1.3496 -0.0897 -3.626 -2.697 -0.085
H 2.2510 -2.1962 -0.1992 -0.070 0.286 -0.289
H -1.6091 0.9970 1.1883 -0.030 0.023 -0.065
H 2.5078 1.8329 -0.4224 0.583 -1.055 -0.045
H -0.6655 2.4934 1.1196 -0.088 -0.063 -0.075
H -1.1891 -1.7221 -1.5651 0.110 0.048 -0.052
H 1.0826 -3.0271 -1.0392 0.077 0.362 0.262
H -1.5572 0.8954 -1.3491 0.246 -0.393 0.114
H -0.6361 2.3652 -1.3852 0.170 -0.016 0.100
H 1.4442 -1.4593 1.6095 -0.206 0.046 0.235
H 1.6470 1.3571 1.1117 -0.665 0.782 0.121
H -2.3053 2.4366 0.4539 0.088 -0.056 0.040
H 0.9143 0.5571 -1.7857 0.326 0.119 0.068
H -1.5506 -1.6019 1.2072 -0.502 -0.296 -0.468
H 0.1727 -0.4304 1.6811 0.243 -0.019 0.125
```
Positions in Å, forces in eV/Å.

Values from the calculation:
- E_HOMO (spin up / spin down) (hartree) = -0.243 / -0.243
- ΔE to the lowest compared entry with this formula, charge and spin (eV) = 5.188
- LUMO (spin up / spin down) (eV) = 0.582 / 0.529
- SMILES = NC(N)=CO.C=CCC

Results of the natural (NBO) charge analysis, in e, for atoms 1 through 8: -0.66 -0.84 -0.87 -0.17 -0.40 0.12 -0.62 -0.54



[3]
This record from OMol25 describes a cluster of 2 separate species, C6H14N2O in total in a non-equilibrium geometry. The level of theory is wB97M-V/def2-TZVPD.

The geometry in XYZ format:
```
23
Properties=species:S:1:pos:R:3:forces:R:3
O -0.3268 2.1680 -0.9570 0.604 0.658 -0.120
N -0.5026 -0.7565 -1.9804 0.139 -0.956 -0.221
N 0.5833 0.3783 0.4069 0.320 0.421 0.334
C -0.1881 -1.3942 -0.9191 -0.006 -0.347 -1.089
C 0.6554 -0.0765 1.7814 0.021 0.319 -0.052
C -0.3400 1.4814 0.2473 -0.110 -0.186 0.485
C -1.5038 1.3995 -0.6512 0.010 -1.485 -1.694
C -1.2641 -1.8713 0.0025 0.050 -0.179 -0.054
C 1.8983 0.6868 -0.1311 -0.181 0.021 -0.014
H 1.2187 -1.0089 1.8187 -0.032 -0.076 0.048
H -2.3574 2.0172 -0.3706 -0.062 -0.217 -0.264
H 1.1596 0.6504 2.4366 -0.017 0.008 0.026
H -1.4617 0.4778 -1.4763 -1.011 2.117 2.445
H 1.7883 0.9727 -1.1747 0.075 0.062 -0.016
H -1.7706 -2.7136 -0.4767 -0.048 0.099 0.025
H -0.3860 2.1405 1.1240 -0.029 -0.079 -0.026
H 0.8120 -1.7967 -0.7344 0.020 0.103 -0.058
H 0.2718 -0.5047 -2.5845 0.239 -0.228 0.089
H -0.8627 -2.2266 0.9451 0.063 -0.016 0.123
H -1.9914 -1.0871 0.1894 -0.130 0.073 -0.052
H -0.3496 -0.2429 2.1641 -0.010 -0.068 0.063
H 2.5304 -0.1993 -0.0740 0.038 -0.049 0.052
H 2.3870 1.5057 0.4137 0.059 0.005 -0.029
```
Positions in Å, forces in eV/Å.

Values from the calculation:
- E_HOMO (hartree) = -0.307
- ΔE to the lowest compared entry with this formula, charge and spin (eV) = 4.293
- LUMO (eV) = 0.883
- SMILES = CN(C)[C@@H]1CO1.[H]/N=C/C

Results of the natural (NBO) charge analysis, in e, for atoms 1 through 8: -0.51 -0.72 -0.45 0.23 -0.41 0.20 -0.21 -0.69



[4]
This record from OMol25 describes a cluster of 2 separate species, C6H14N2O2 in total in a non-equilibrium geometry. The level of theory is wB97M-V/def2-TZVPD.

The geometry in XYZ format:
```
24
Properties=species:S:1:pos:R:3:forces:R:3
O -2.3484 -0.2395 1.4000 -0.250 0.026 0.013
O 1.9125 -0.1352 0.6652 0.185 -0.350 0.095
N -0.9580 -1.7374 0.4466 -0.240 -0.227 0.050
N 1.4858 1.8595 -0.3191 -0.077 0.168 0.944
C 1.0508 2.4835 0.9206 -0.141 0.315 -0.081
C -1.6718 -0.5736 0.4474 0.583 -0.328 -0.046
C 1.7917 -0.0308 -1.7514 1.258 0.238 -0.603
C -1.7143 0.2008 -0.8395 -1.609 0.445 0.021
C 1.7771 0.5244 -0.3394 -0.766 0.804 -1.142
C -1.1992 -2.7034 1.4980 -0.363 0.325 0.298
H -1.1169 -0.1272 -1.6772 0.426 0.127 0.114
H -1.7647 1.2737 -0.6455 0.816 -0.016 -0.025
H -1.2662 -2.1994 2.4557 0.096 0.054 0.204
H 1.9539 0.7227 -2.5300 -0.312 0.308 0.337
H 0.1563 3.0657 0.7064 -0.108 0.036 0.089
H 0.8004 1.7161 1.6430 0.049 -0.094 0.093
H -0.1252 -1.8598 -0.1011 -0.125 0.254 -0.237
H -2.1593 -3.2049 1.3467 0.107 -0.043 -0.075
H 2.6653 -0.6614 -1.8997 -0.190 -0.528 0.307
H 1.2366 2.3730 -1.1452 0.194 -0.443 -0.278
H -2.7618 0.0647 -1.1535 0.174 -0.336 -0.121
H 0.8808 -0.5446 -2.0160 -0.157 -0.359 0.199
H -0.4098 -3.4339 1.5375 0.295 -0.218 -0.112
H 1.7846 3.1669 1.3505 0.155 -0.157 -0.043
```
Positions in Å, forces in eV/Å.

Values from the calculation:
- E_HOMO (hartree) = -0.345
- ΔE to the lowest compared entry with this formula, charge and spin (eV) = 0.870
- LUMO (eV) = 0.693
- SMILES = CNC(C)=O.CNC(C)=O

Results of the natural (NBO) charge analysis, in e, for atoms 1 through 8: -0.63 -0.62 -0.62 -0.62 -0.42 0.67 -0.72 -0.72



[5]
This record from OMol25 describes a cluster of 2 separate species, C6H14N2O2 in total in a non-equilibrium geometry. The level of theory is wB97M-V/def2-TZVPD.

The geometry in XYZ format:
```
24
Properties=species:S:1:pos:R:3:forces:R:3
O 0.1625 0.6568 1.1696 -0.831 0.607 -0.403
O -0.3834 -2.9709 -1.5500 0.213 0.847 -1.018
N -1.3095 -1.5145 -0.1042 0.256 0.184 -1.313
N 0.9365 2.4519 -0.0288 -0.061 0.118 -0.279
C 0.7429 2.6071 2.3704 0.169 0.411 -0.133
C 0.9939 1.8190 -1.3322 -0.690 -0.851 0.236
C -2.6196 -1.5715 -0.7259 -0.815 0.100 1.318
C -0.2404 -2.0188 -0.7967 -0.376 -1.669 2.014
C 1.1052 -1.6837 -0.2134 1.054 -0.893 0.712
C 0.5147 1.8218 1.0948 1.343 0.159 0.701
H -0.0617 2.3432 3.0492 0.246 0.030 0.301
H -2.6485 -2.1396 -1.6467 0.490 0.120 -0.135
H 1.1194 -1.1006 0.6930 -0.410 0.703 -0.302
H 1.7338 2.3465 2.7512 -0.257 -0.497 0.253
H 0.0426 1.8710 -1.8589 -0.140 0.412 -0.008
H 1.5746 3.2099 0.1305 -0.253 0.309 -0.002
H -3.0149 -0.5601 -0.8488 0.063 -0.028 -0.325
H -1.1285 -0.8458 0.6275 0.005 0.285 -0.322
H 1.1179 0.7480 -1.1698 0.506 0.059 -0.223
H 1.5099 -2.6147 0.2057 -0.059 -0.273 -0.715
H 1.8405 -1.3157 -0.9244 -0.131 0.025 -0.153
H 1.7592 2.2614 -1.9594 0.179 -0.092 0.122
H -3.3193 -2.0715 -0.0488 -0.039 -0.058 -0.034
H 0.8233 3.6910 2.2666 -0.461 -0.008 -0.294
```
Positions in Å, forces in eV/Å.

Values from the calculation:
- E_HOMO (hartree) = -0.329
- ΔE to the lowest compared entry with this formula, charge and spin (eV) = 1.089
- LUMO (eV) = 0.547
- SMILES = CNC(C)=O.CNC(C)=O

Results of the natural (NBO) charge analysis, in e, for atoms 1 through 8: -0.66 -0.63 -0.62 -0.61 -0.71 -0.43 -0.42 0.66



[6]
This record from OMol25 describes a cluster of 2 separate species, C6H14N2O2 in total in a non-equilibrium geometry. The level of theory is wB97M-V/def2-TZVPD.

The geometry in XYZ format:
```
24
Properties=species:S:1:pos:R:3:forces:R:3
O 3.5554 -0.5759 -0.1428 0.047 0.364 0.020
O -1.8505 0.9099 1.8939 0.701 0.768 0.127
N -1.6344 0.4513 -0.3806 -1.158 1.676 -0.339
N 1.2792 -0.5870 -0.0110 1.213 0.552 0.934
C -2.2571 -1.3581 1.1160 0.159 1.555 1.370
C 2.4167 1.0456 -1.4967 1.762 -0.167 0.033
C -1.6336 1.8785 -0.8241 1.379 -0.689 0.773
C 2.4947 -0.0702 -0.4490 -1.623 -0.495 -0.503
C 1.3414 -1.5934 1.0572 -0.646 -1.107 -1.158
C -1.8416 0.1613 0.9616 -1.639 -2.694 -1.279
H 2.3784 -1.8627 1.1695 0.297 -0.013 0.075
H 0.9361 -1.3805 2.0462 -0.159 0.708 -0.208
H -2.8668 -1.7319 0.2969 0.165 0.015 -0.084
H -0.6439 1.9420 -1.2561 0.325 1.044 0.035
H -2.8638 -1.2812 2.0365 0.194 -0.587 -0.416
H 2.2613 0.6607 -2.5182 -0.407 0.095 0.543
H -1.7742 2.4911 0.0657 0.297 0.154 -0.164
H 0.8251 -2.4979 0.6731 0.213 0.303 0.392
H 0.4291 -0.0607 -0.1724 0.204 -0.182 -0.032
H -2.3090 2.2112 -1.6001 -0.670 -0.684 -0.034
H -1.3894 -1.9958 1.3122 -0.228 0.121 -0.168
H -2.2012 -0.0927 -1.0104 0.259 -0.604 0.219
H 3.4570 1.3707 -1.4889 0.135 0.120 -0.291
H 1.8910 1.9657 -1.2784 -0.821 -0.252 0.154
```
Positions in Å, forces in eV/Å.

Values from the calculation:
- E_HOMO (hartree) = -0.349
- ΔE to the lowest compared entry with this formula, charge and spin (eV) = 1.365
- LUMO (eV) = 0.614
- SMILES = CNC(C)=O.CNC(C)=O

Results of the natural (NBO) charge analysis, in e, for atoms 1 through 8: -0.62 -0.58 -0.66 -0.64 -0.73 -0.74 -0.44 0.68